# 1
50
Properties=species:S:1:pos:R:3:forces:R:3 method="wB97M-V/def2-TZVPD" homo_ev=-6.80 de_lowest_kj_mol=0.00 homo_lumo_gap_ev=6.21 lumo_ev=-0.6
C -5.0010 -0.2661 2.4632 -0.06 -0.08 0.00
C -5.7688 0.4067 1.3348 -0.03 -0.10 0.07
O -5.1604 1.5762 0.8434 0.01 0.12 0.01
C -3.9091 1.3586 0.1939 -0.08 0.03 -0.01
C -3.7234 2.3138 -0.9601 0.32 0.10 -0.02
In -1.9543 1.7123 -2.0979 -0.25 -0.01 0.09
N -2.3779 1.4455 -4.2138 -0.11 -0.43 0.20
C -2.9323 0.4271 -4.4753 0.18 0.47 -0.07
S -3.6921 -0.9338 -4.8534 -0.04 -0.15 -0.06
P 0.0845 3.2155 -1.7623 0.57 0.11 -0.31
O 0.1091 3.2033 -0.0727 0.11 -0.37 -0.02
Cl -0.4999 5.1648 -2.2057 -0.33 0.06 0.15
H -4.9138 0.3975 3.3246 0.05 0.02 -0.03
H -4.0038 -0.5750 2.1455 0.01 0.06 0.00
H -5.5309 -1.1678 2.7754 -0.03 0.00 0.05
H -5.9296 -0.3063 0.5142 0.06 -0.01 -0.01
H -6.7522 0.7104 1.6954 -0.02 0.02 -0.02
H -3.8527 0.3132 -0.1381 -0.07 0.02 -0.03
H -3.1025 1.5034 0.9300 0.03 -0.09 -0.03
H -4.6112 2.3515 -1.5909 0.02 -0.09 -0.03
H -3.5220 3.3219 -0.5946 -0.18 0.05 0.04
H -1.3521 0.1357 -1.5143 0.18 -0.02 0.02
H -0.5298 2.5663 0.2653 -0.26 0.32 0.12
C 2.5154 0.7479 -1.8243 -0.03 -0.27 -0.16
C 2.1958 -0.7364 -1.6991 0.16 0.05 -0.04
C 1.8366 -1.2341 -0.3107 -0.14 -0.09 -0.09
N 2.8042 -0.9510 0.8311 -0.06 0.08 0.13
C 2.6268 0.4471 1.3351 0.01 -0.01 -0.04
C 2.4919 -1.9151 1.9503 0.01 -0.08 -0.03
C 3.2731 -3.1685 1.6101 0.04 0.01 -0.06
C 4.5859 -2.6274 1.0232 -0.06 -0.01 -0.01
C 4.2462 -1.2334 0.4717 0.09 -0.04 0.00
H 3.5049 1.0182 -1.4470 -0.01 -0.05 0.05
H 2.4876 1.0417 -2.8712 -0.03 0.05 0.01
H 1.7606 1.3317 -1.3083 0.04 0.19 -0.01
H 2.9847 -1.3436 -2.1514 0.00 -0.06 0.09
H 1.2977 -0.9544 -2.2833 -0.02 0.04 0.00
H 1.7097 -2.3151 -0.3450 0.02 -0.01 0.05
H 0.8888 -0.7993 0.0110 -0.01 0.02 -0.05
H 1.5874 0.5818 1.6241 0.00 0.02 -0.01
H 2.8855 1.1599 0.5626 -0.04 0.00 -0.01
H 3.2756 0.5809 2.1975 -0.01 0.00 0.01
H 2.8484 -1.4621 2.8747 0.01 -0.01 0.00
H 1.4133 -2.0454 2.0041 0.00 0.04 0.04
H 2.7371 -3.7738 0.8800 0.00 -0.01 0.00
H 3.4311 -3.7883 2.4896 -0.01 0.01 0.01
H 4.9796 -3.2805 0.2480 0.00 0.01 -0.02
H 5.3512 -2.5441 1.7929 -0.02 0.01 0.03
H 4.3586 -1.1573 -0.6038 -0.04 0.04 0.00
H 4.8484 -0.4542 0.9316 0.01 0.00 0.00

# 2
16
Properties=species:S:1:pos:R:3:forces:R:3 method="wB97M-V/def2-TZVPD" homo_ev=-4.85 de_lowest_kj_mol=12.72 homo_lumo_gap_ev=8.13 lumo_ev=3.3 total_charge=-1
I -0.8098 -0.2898 -0.6737 0.16 -0.12 -0.09
O -1.5694 -1.5083 -4.1000 -0.06 0.25 0.03
H -1.4680 -0.9732 -3.2895 0.07 -0.28 -0.05
H -1.8234 -0.8723 -4.7762 0.03 -0.01 0.08
O -1.7890 -0.8916 2.7544 0.10 -0.12 -0.08
H -1.5979 -0.8935 1.7969 -0.13 0.07 0.28
H -1.0185 -0.4432 3.1259 -0.02 0.10 -0.16
O 0.1538 3.0285 -1.5876 0.26 -0.20 0.12
H 0.2555 2.0967 -1.2997 -0.27 0.37 -0.19
H -0.3330 3.4349 -0.8645 -0.02 -0.11 0.01
O 2.2380 -1.5282 1.0143 0.07 -0.19 -0.21
H 3.0185 -1.3230 0.4882 -0.12 0.03 0.01
H 1.5486 -1.7205 0.3527 -0.01 0.28 0.23
O 0.7883 0.8816 2.4938 0.07 -0.18 -0.18
H 0.7989 0.3925 1.6464 -0.12 0.22 0.26
H 1.6072 0.6094 2.9186 0.00 -0.08 -0.06